This record from the Open Molecules 2025 dataset describes a structure of composition C3H3HgLiO3 at a distorted geometry. The level of theory is the ωB97M-V functional and the def2-TZVPD basis.

Its largest force on an atom is 0.1236 hartree/bohr. Its spin multiplicity is 3. The LUMO energy (spin up / spin down) is -0.2 / -1.5 eV. The calculation puts the total energy at -502.68986 hartree. Its expectation value of S² is 2.01. The HOMO-LUMO gap (spin up / spin down) is 8.02 / 6.99 eV. The calculation puts the relative energy (zero: lowest compared OMol25 entry of this formula, charge and spin) at 0.00 kcal/mol. The HOMO energy (spin up / spin down) is -0.302 / -0.313 Eh.

Atoms and positions in Å:
1 O 1.7431 -0.9222 -0.8839
2 C 1.8363 0.2102 -0.3036
3 C 0.8926 0.6041 0.7272
4 H 2.6000 0.9332 -0.6363
5 H 0.8894 1.6693 0.9723
6 H 0.8279 -0.1350 1.5390
7 Li 0.0690 -1.8000 -0.8976
8 O -1.3321 0.5013 0.5471
9 C -1.4704 -0.6134 -0.1329
10 O -1.7957 -0.5078 -1.3506
11 Hg -4.2600 0.0604 0.4193

=====

This record from the Open Molecules 2025 dataset describes a structure of composition C3H3I3O at a distorted geometry. The level of theory is the ωB97M-V functional and the def2-TZVPD basis.

Its largest force on an atom is 0.0569 hartree/bohr. The LUMO energy (spin up / spin down) is -0.8 / -0.8 eV. The calculation puts the total energy at -1084.27527 hartree. The HOMO-LUMO gap (spin up / spin down) is 7.10 / 7.37 eV. The calculation puts the relative energy (zero: lowest compared OMol25 entry of this formula, charge and spin) at 74.96 kcal/mol. The HOMO energy (spin up / spin down) is -0.292 / -0.301 Eh.

Atoms and positions in Å:
1 C 1.5425 -0.6097 1.1487
2 C 1.0315 0.2494 0.3255
3 C -1.3770 0.0972 -0.4517
4 O -1.3402 0.8516 -1.5490
5 I 1.5909 2.0264 -0.5442
6 I -2.5874 0.9374 1.0443
7 I -1.5850 -2.0220 -0.7380
8 H 2.5403 -0.5141 1.5634
9 H 0.9803 -1.4801 1.4503
10 H -0.7958 0.4638 -2.2494

=====

This record from the Open Molecules 2025 dataset describes a structure of composition C3H3I3O at a distorted geometry. The level of theory is the ωB97M-V functional and the def2-TZVPD basis.

Its largest force on an atom is 0.0710 hartree/bohr. The LUMO energy (spin up / spin down) is -0.5 / -1.1 eV. The calculation puts the total energy at -1084.22350 hartree. The HOMO-LUMO gap (spin up / spin down) is 8.18 / 6.76 eV. The calculation puts the relative energy (zero: lowest compared OMol25 entry of this formula, charge and spin) at 107.45 kcal/mol. The HOMO energy (spin up / spin down) is -0.320 / -0.288 Eh.

Atoms and positions in Å:
1 C 0.7862 1.6712 0.2070
2 C -0.4053 1.5625 0.6851
3 C -3.0449 -0.4060 -0.8202
4 O -2.2871 -0.5822 -1.9163
5 I -1.6011 2.5018 2.0821
6 I -4.3905 1.2406 -0.7850
7 I -3.7663 -2.1555 0.1100
8 H 1.6900 2.4571 0.5036
9 H 0.9766 0.8477 -0.5501
10 H -1.3161 -0.9694 -1.6879

=====

This record from the Open Molecules 2025 dataset describes a structure of composition C3H3I5O3 at a distorted geometry. The level of theory is the ωB97M-V functional and the def2-TZVPD basis.

Its largest force on an atom is 0.0794 hartree/bohr. The LUMO energy is -1.6 eV. The calculation puts the total energy at -1830.20923 hartree. The HOMO-LUMO gap is 7.16 eV. The calculation puts the relative energy (zero: lowest compared OMol25 entry of this formula, charge and spin) at 26.97 kcal/mol. The HOMO energy is -0.322 Eh.

Atoms and positions in Å:
1 C 0.0030 -0.1234 -0.4487
2 C 1.1654 -0.1523 0.5465
3 C -1.3064 0.1663 0.1633
4 O -0.1232 -1.0831 -1.3321
5 O 1.2983 1.1503 0.9661
6 O -1.8218 -0.9781 0.8025
7 I 0.8504 1.8151 -1.9278
8 I 0.8337 -1.2765 2.3299
9 I 2.8872 -1.0240 -0.4143
10 I -2.6157 0.5722 -1.6082
11 I -1.4539 1.9419 1.3847
12 H 0.5657 -1.1341 -1.9900
13 H 2.1390 1.5571 1.2408
14 H -2.4216 -1.4315 0.2873

=====

This record from the Open Molecules 2025 dataset describes a cluster of 2 separate species, C3H3IN2O in total at a distorted geometry. The level of theory is the ωB97M-V functional and the def2-TZVPD basis.

Its largest force on an atom is 0.0738 hartree/bohr. The LUMO energy is 0.0 eV. The calculation puts the total energy at -598.45567 hartree. The HOMO-LUMO gap is 8.82 eV. Its SMILES is N#CC(O)=C=N.I. The calculation puts the relative energy (zero: lowest compared OMol25 entry of this formula, charge and spin) at 50.46 kcal/mol. The HOMO energy is -0.323 Eh.

Atoms and positions in Å:
1 N 0.0282 0.3238 1.6259
2 C 0.1240 0.3558 0.4728
3 C 0.3849 0.5413 -0.8985
4 O -0.3782 1.4217 -1.5640
5 C 0.9783 -0.4800 -1.5201
6 N 1.4414 -1.4399 -2.0652
7 H -0.7037 2.0171 -0.7895
8 H 2.3826 -1.6497 -2.5121
9 I -2.7301 -0.3711 4.0425
10 H -1.5275 -0.7191 3.2080

=====

This record from the Open Molecules 2025 dataset describes a structure of composition C3H3IN2O2 at a distorted geometry. The level of theory is the ωB97M-V functional and the def2-TZVPD basis.

Its largest force on an atom is 0.0938 hartree/bohr. The LUMO energy is -0.5 eV. The calculation puts the total energy at -673.78108 hartree. The HOMO-LUMO gap is 8.99 eV. The calculation puts the relative energy (zero: lowest compared OMol25 entry of this formula, charge and spin) at 0.02 kcal/mol. The HOMO energy is -0.348 Eh.

Atoms and positions in Å:
1 C -0.0534 -0.0298 -1.1225
2 C -0.3104 1.2094 0.4195
3 C 0.3248 -1.3786 0.9567
4 N -0.1460 -0.2025 0.2570
5 N -0.1585 1.3634 -0.9568
6 O -0.0017 -0.7481 -2.0629
7 O -0.5223 1.9705 1.2995
8 I -0.2432 2.9308 -2.1898
9 H 0.4853 -1.1468 2.0323
10 H -0.4784 -2.1398 0.8562
11 H 1.1038 -1.8285 0.5107

=====

This record from the Open Molecules 2025 dataset describes a cluster of 2 separate species, C3H3IO2 in total at a distorted geometry. The level of theory is the ωB97M-V functional and the def2-TZVPD basis.

Its largest force on an atom is 0.0513 hartree/bohr. The LUMO energy (spin up / spin down) is -0.7 / -0.7 eV. The calculation puts the total energy at -564.00952 hartree. The HOMO-LUMO gap (spin up / spin down) is 8.78 / 8.79 eV. The calculation puts the relative energy (zero: lowest compared OMol25 entry of this formula, charge and spin) at 162.71 kcal/mol. The HOMO energy (spin up / spin down) is -0.348 / -0.348 Eh.

Atoms and positions in Å:
1 C -1.0730 -1.5520 -0.4184
2 C -1.2201 -0.4029 -0.1894
3 C 1.0430 0.5192 0.4001
4 O -0.1100 2.3572 -0.0395
5 O 0.7725 1.4465 -0.4265
6 I 2.3952 -0.9745 -0.1394
7 H -1.1615 -2.5649 -0.2404
8 H 0.6972 0.5233 1.4046
9 H -1.3432 0.6480 -0.3511

=====

This record from the Open Molecules 2025 dataset describes a structure of composition C3H3InO at a distorted geometry. The level of theory is the ωB97M-V functional and the def2-TZVPD basis.

As for the net charge: +3. Its largest force on an atom is 0.1052 hartree/bohr. Its spin multiplicity is 2. The LUMO energy (spin up / spin down) is -19.3 / -19.2 eV. The calculation puts the total energy at -379.71086 hartree. Its expectation value of S² is 1.53. The HOMO-LUMO gap (spin up / spin down) is 7.05 / 6.57 eV. The calculation puts the relative energy (zero: lowest compared OMol25 entry of this formula, charge and spin) at 0.00 kcal/mol. The HOMO energy (spin up / spin down) is -0.969 / -0.948 Eh.

Atoms and positions in Å:
1 C -0.9296 0.4064 0.2430
2 C 0.3678 0.7806 -0.1768
3 H 1.0057 1.2134 0.6237
4 H 0.5214 1.3423 -1.1102
5 In -2.8419 0.0930 -0.1520
6 C 1.2400 -0.6907 -0.3472
7 O 0.8104 -1.6815 0.2232
8 H -0.1738 -1.4635 0.6963